(1)
Formula: C5H9N3
Source: the Open Molecules 2025 dataset
Level of theory: ωB97M-V/def2-TZVPD

The geometry in XYZ format:
```
17
Properties=species:S:1:pos:R:3:forces:R:3:nbo_charge:R:1
C 1.684 2.286 1.596 -2.101 -1.055 0.082 -0.420
N 1.840 1.189 0.649 -3.102 -0.351 -0.534 -0.373
C 0.838 0.743 -0.019 0.967 -0.479 0.234 0.460
C -0.085 0.265 -0.847 1.896 -0.151 1.044 -0.037
N -0.847 -0.910 -0.849 -0.713 0.959 -0.458 -0.417
C -2.106 -1.103 -1.662 0.143 -2.263 2.769 -0.372
C -0.654 -1.892 -0.066 0.546 -1.295 2.095 0.783
N -0.565 -2.754 0.690 0.408 0.712 -0.429 -0.405
H 0.767 2.730 1.348 -1.313 0.798 -0.093 0.234
H 1.640 1.943 2.592 -0.026 -0.842 1.134 0.255
H 2.395 3.007 1.567 2.705 1.880 -0.728 0.265
H 2.687 0.685 0.766 1.275 -0.844 -0.827 0.464
H -0.121 0.733 -1.786 -0.025 0.995 -1.241 0.302
H -2.374 -0.269 -2.143 -0.643 3.315 -1.836 0.249
H -2.885 -1.349 -0.938 -0.077 0.069 -0.172 0.245
H -1.960 -1.917 -2.306 0.273 -0.975 -1.043 0.249
H -0.253 -3.389 1.408 -0.214 -0.472 0.004 0.517
```
Forces are in eV/Å.

Computed properties:
**ΔE to the lowest compared entry with this formula, charge and spin**: 2.9628 eV
**E_HOMO**: -19.2 eV
**Orbital gap**: 9.72 eV
**Calculated total energy**: -359.3904 a.u.
**Charge**: +2
**SMILES**: C[NH+]=C=CN(C)C#[NH+]

(2)
Formula: C5H9N3
Source: the Open Molecules 2025 dataset
Level of theory: ωB97M-V/def2-TZVPD

The geometry in XYZ format:
```
17
Properties=species:S:1:pos:R:3:forces:R:3:nbo_charge:R:1
C -3.168 0.617 0.205 2.230 1.134 0.091 0.242
C -1.038 0.039 0.130 -1.550 -2.444 -0.623 0.305
C 0.896 -1.397 0.603 2.670 -1.434 -0.591 -0.793
C 1.152 0.991 -0.559 1.958 -1.360 2.353 -0.707
C 0.436 -0.189 0.055 -1.709 2.285 -0.413 0.477
N -1.939 -0.987 -0.406 3.203 5.481 1.776 -0.229
N -3.124 -0.450 -0.500 -1.226 -1.678 0.444 -0.112
N -1.814 1.068 0.551 -2.496 -4.908 -2.822 -0.439
H -4.110 1.014 0.493 -0.358 1.074 0.281 0.295
H -1.647 -1.811 -0.874 0.035 -1.016 -0.864 0.466
H 0.257 -2.067 1.203 0.022 0.476 -0.636 0.310
H 1.477 -1.936 -0.290 -0.871 0.663 1.489 0.391
H 0.905 1.156 -1.584 -0.307 -0.157 -1.084 0.329
H 2.305 0.972 -0.401 -2.121 0.016 -0.331 0.313
H 0.670 1.839 -0.050 0.371 0.271 0.010 0.289
H 1.820 -1.137 1.209 -0.485 -0.229 -0.445 0.383
H -1.610 1.714 1.248 0.633 1.828 1.367 0.479
```
Forces are in eV/Å.

Computed properties:
**ΔE to the lowest compared entry with this formula, charge and spin**: 2.8003 eV
**E_HOMO (spin up / spin down)**: -20.1 / -20.1 eV
**Orbital gap (spin up / spin down)**: 8.36 / 8.36 eV
**Calculated total energy**: -359.3963 a.u.
**Charge**: +2

(3)
Formula: C5H9N3
Source: the Open Molecules 2025 dataset
Level of theory: ωB97M-V/def2-TZVPD

The geometry in XYZ format:
```
17
Properties=species:S:1:pos:R:3:forces:R:3:nbo_charge:R:1
C -3.385 -0.534 -0.082 3.330 1.494 -0.005 0.557
C -1.012 -0.169 -0.051 6.183 -0.946 -0.250 0.540
C 1.401 0.248 0.004 -1.624 -1.602 0.558 -0.222
C 1.526 -1.249 -0.178 2.165 0.023 -3.365 -0.363
C -0.323 2.074 0.107 0.594 0.563 -2.977 -0.414
N -2.259 -0.197 -0.122 -5.115 -0.639 0.278 -0.336
N -0.038 0.648 -0.022 -0.801 -0.758 -0.885 -0.210
N 0.687 -2.059 0.459 -2.750 -0.490 0.494 -0.224
H -4.211 -1.150 0.026 -1.871 -0.893 -0.027 0.307
H 1.619 0.631 0.949 0.849 -0.132 2.158 0.257
H 2.100 0.776 -0.578 0.088 0.935 -1.747 0.288
H 1.937 -1.656 -1.215 -1.091 1.225 1.483 0.281
H 2.405 -1.481 0.390 1.796 -0.416 1.004 0.375
H -1.266 1.988 0.540 -1.733 1.536 0.536 0.219
H 0.380 2.631 0.670 0.769 0.035 1.053 0.270
H -0.227 2.518 -0.943 -0.765 -0.487 1.347 0.276
H 0.668 -3.018 0.047 -0.024 0.552 0.346 0.400
```
Forces are in eV/Å.

Computed properties:
**ΔE to the lowest compared entry with this formula, charge and spin**: 7.4915 eV
**E_HOMO (spin up / spin down)**: -18.8 / -18.3 eV
**Orbital gap (spin up / spin down)**: 8.01 / 6.43 eV
**Calculated total energy**: -359.2240 a.u.
**Charge**: +2

(4)
Formula: C5H9N3O
Source: the Open Molecules 2025 dataset
Level of theory: ωB97M-V/def2-TZVPD

The geometry in XYZ format:
```
18
Properties=species:S:1:pos:R:3:forces:R:3:nbo_charge:R:1
C 2.375 -0.745 0.049 0.091 -0.295 -0.008 -0.643
C -0.575 -1.011 0.075 -2.399 -0.722 -0.785 0.692
C 0.703 1.142 -0.146 0.398 -0.773 1.165 0.382
C 1.066 -0.071 -0.077 -0.721 1.128 -0.164 -0.110
N -0.757 -1.084 1.505 1.066 0.489 -0.529 -0.892
N 0.499 2.401 0.164 -0.022 1.308 -0.772 -0.782
C -2.240 0.102 -1.324 0.278 -0.612 0.043 -0.042
N -1.353 0.241 -0.442 0.563 0.090 0.193 -0.503
O -0.713 -2.072 -0.568 0.881 0.972 0.508 -0.721
H -0.980 -0.188 1.928 -0.238 -0.523 0.011 0.369
H -1.330 -1.884 1.739 0.015 0.309 0.047 0.398
H 0.571 3.116 -0.549 0.003 -0.396 -0.327 0.393
H -0.155 2.737 0.862 0.271 -0.836 0.377 0.410
H 2.537 -1.034 1.089 -0.077 -0.173 -0.080 0.243
H 2.376 -1.631 -0.588 0.008 -0.121 0.193 0.242
H 3.207 -0.109 -0.254 -0.113 0.086 0.020 0.217
H -2.556 -0.888 -1.659 0.136 0.018 -0.129 0.184
H -2.675 0.978 -1.803 -0.140 0.051 0.237 0.163
```
Forces are in eV/Å.

Computed properties:
**ΔE to the lowest compared entry with this formula, charge and spin**: 4.9126 eV
**E_HOMO**: -8.3 eV
**Orbital gap**: 8.70 eV
**Calculated total energy**: -435.2772 a.u.
**Charge**: 0

(5)
Formula: C5H9N3O
Source: the Open Molecules 2025 dataset
Level of theory: ωB97M-V/def2-TZVPD

The geometry in XYZ format:
```
18
Properties=species:S:1:pos:R:3:forces:R:3:nbo_charge:R:1
C 0.127 -0.127 1.864 -0.434 0.307 0.050 -0.677
C -1.066 1.657 -0.536 1.812 -0.890 -2.997 0.635
C -0.081 0.031 -0.763 -3.074 5.321 1.034 0.161
C 0.065 -0.420 0.421 3.080 -6.152 -0.392 0.107
N -1.266 2.400 0.572 0.048 -0.305 0.714 -0.842
N 0.014 -0.334 -2.062 0.015 -0.437 -0.180 -0.835
C 1.667 -2.442 -0.382 -0.357 0.911 -0.620 -0.092
N 0.606 -2.130 0.229 -0.377 1.745 1.453 -0.459
O -1.364 2.092 -1.638 -0.253 -0.294 0.671 -0.651
H -1.723 3.302 0.478 0.119 -0.363 -0.243 0.407
H -1.037 2.107 1.504 0.050 -0.203 -0.112 0.398
H -0.102 0.438 -2.714 -0.269 -0.109 0.295 0.417
H -0.552 -1.148 -2.280 0.145 0.198 -0.181 0.394
H 0.577 -0.977 2.384 -0.124 0.107 -0.186 0.265
H -0.875 0.022 2.275 0.073 0.024 0.163 0.222
H 0.746 0.753 2.058 -0.083 -0.021 0.000 0.228
H 2.203 -1.751 -1.062 0.060 -0.125 0.501 0.152
H 2.062 -3.474 -0.348 -0.431 0.285 0.030 0.169
```
Forces are in eV/Å.

Computed properties:
**ΔE to the lowest compared entry with this formula, charge and spin**: 4.3379 eV
**E_HOMO**: -8.1 eV
**Orbital gap**: 8.87 eV
**Calculated total energy**: -435.2983 a.u.
**Charge**: 0

(6)
Formula: C5H9N3O
Source: the Open Molecules 2025 dataset
Level of theory: ωB97M-V/def2-TZVPD

The geometry in XYZ format:
```
18
Properties=species:S:1:pos:R:3:forces:R:3:nbo_charge:R:1
C 1.343 0.742 0.169 2.300 -1.359 -0.836 0.517
C -0.656 0.777 -0.090 -2.538 4.290 -3.001 -0.074
C -2.242 0.793 -0.056 2.381 -2.220 0.408 -0.390
C -1.838 -0.900 -0.059 -1.123 -1.039 -0.336 -0.404
C -0.440 -0.481 0.457 -1.814 -2.199 5.647 -0.106
H 2.445 -1.550 -0.728 2.235 4.618 2.037 0.477
H 3.003 1.567 -0.470 2.108 1.727 -2.298 0.391
H -0.651 0.386 -1.196 1.161 1.825 1.017 0.159
H -2.510 1.176 0.954 -0.846 -0.426 -1.035 0.224
H -2.701 1.109 -1.029 0.008 0.122 1.578 0.228
H -2.568 -1.793 0.408 2.265 2.665 -1.095 0.234
H -1.393 -1.175 -1.046 -2.015 -0.232 -0.131 0.207
H -0.434 -0.609 1.655 -0.153 0.835 -2.259 0.165
H 1.329 -1.289 0.796 -0.575 2.059 -2.784 0.407
N 2.694 0.802 0.003 -1.769 -6.031 2.668 -0.315
N 0.540 1.709 0.254 -2.603 -1.534 -0.990 -0.473
N 0.883 -0.648 -0.017 1.261 -3.169 3.767 -0.670
O 3.197 -0.618 -0.005 -0.283 0.067 -2.357 -0.578
```
Forces are in eV/Å.

Computed properties:
**ΔE to the lowest compared entry with this formula, charge and spin**: 10.2521 eV
**E_HOMO**: -8.9 eV
**Orbital gap**: 8.77 eV
**Calculated total energy**: -435.0810 a.u.
**Charge**: 0

(7)
Formula: C5H9N3O
Source: the Open Molecules 2025 dataset
Level of theory: ωB97M-V/def2-TZVPD

The geometry in XYZ format:
```
18
Properties=species:S:1:pos:R:3:forces:R:3:nbo_charge:R:1
C 0.759 -1.620 0.932 -0.040 0.066 -0.220 -0.265
C -1.337 0.651 -1.273 0.082 -0.003 0.036 -0.691
N -0.496 -1.053 0.321 0.176 0.096 0.056 -0.515
C -0.263 -0.388 -1.045 0.158 -0.119 0.084 0.601
C 0.372 -0.278 1.318 -0.310 -0.028 0.058 0.424
C 1.290 0.745 -0.365 -0.275 -0.196 -0.016 -0.049
N 0.166 0.418 2.350 0.056 -0.070 -0.331 -0.685
N 1.356 1.999 -0.313 0.015 -0.035 0.039 -0.616
O 0.239 -1.074 -1.923 -0.089 0.212 0.389 -0.628
H -1.384 -1.498 0.561 0.139 0.092 -0.021 0.416
H -0.651 1.020 2.291 0.009 -0.045 -0.019 0.355
H 0.519 2.421 0.106 0.006 -0.065 -0.015 0.319
H 1.528 -1.827 0.197 -0.044 0.065 -0.011 0.254
H 0.575 -2.404 1.659 -0.008 0.079 -0.020 0.236
H 2.143 0.191 -0.782 0.042 0.008 -0.044 0.155
H -2.278 0.144 -1.509 0.054 -0.004 0.014 0.226
H -1.489 1.290 -0.402 0.029 -0.027 0.000 0.210
H -1.050 1.264 -2.124 0.003 -0.027 0.019 0.253
```
Forces are in eV/Å.

Computed properties:
**ΔE to the lowest compared entry with this formula, charge and spin**: 5.9833 eV
**E_HOMO**: -7.8 eV
**Orbital gap**: 7.69 eV
**Calculated total energy**: -435.2378 a.u.
**Charge**: 0

(8)
Formula: C5H9N3O2
Source: the Open Molecules 2025 dataset
Level of theory: ωB97M-V/def2-TZVPD

The geometry in XYZ format:
```
19
Properties=species:S:1:pos:R:3:forces:R:3:nbo_charge:R:1
N 3.063 -0.092 0.634 1.612 0.495 0.051 -0.853
C 2.315 0.583 -0.248 0.934 4.230 1.133 0.639
O 2.891 1.566 -0.758 -1.428 -1.172 -0.545 -0.621
C 0.822 0.648 0.015 -0.688 -0.193 -1.429 -0.314
N 0.255 -0.679 0.130 0.163 -0.365 0.424 -0.401
C -0.282 -1.335 -1.039 -0.072 -0.002 -0.307 -0.236
C -1.183 -0.891 0.062 -0.227 -0.282 -0.051 -0.180
C -2.116 0.267 -0.195 0.327 0.219 -1.295 0.645
N -2.955 0.543 0.820 -0.502 0.202 0.786 -0.811
O -2.103 0.913 -1.238 0.200 -0.285 0.882 -0.611
H 2.806 -1.053 0.820 0.762 0.257 0.673 0.416
H 3.946 0.550 0.748 -1.613 -2.954 -0.068 0.440
H 0.382 1.262 -0.787 -0.040 -0.211 0.152 0.223
H 0.670 1.185 0.964 0.347 -0.210 -0.249 0.227
H -0.057 -2.397 -1.144 -0.022 0.297 0.048 0.203
H -0.328 -0.755 -1.964 -0.082 -0.124 0.270 0.223
H -1.554 -1.634 0.772 0.100 0.183 -0.113 0.201
H -3.493 1.399 0.802 0.008 -0.306 -0.196 0.410
H -3.081 -0.081 1.604 0.222 0.221 -0.164 0.397
```
Forces are in eV/Å.

Computed properties:
**ΔE to the lowest compared entry with this formula, charge and spin**: 1.4937 eV
**E_HOMO**: -9.4 eV
**Orbital gap**: 10.04 eV
**Calculated total energy**: -510.6351 a.u.
**Charge**: 0
**SMILES**: NC(=O)CN1C[C@@H]1C(N)=O

(9)
Formula: C5H9N3O2S
Source: the Open Molecules 2025 dataset
Level of theory: ωB97M-V/def2-TZVPD

The geometry in XYZ format:
```
20
Properties=species:S:1:pos:R:3:forces:R:3:nbo_charge:R:1
N 0.424 2.256 0.073 -2.393 1.892 1.852 -0.805
C 0.582 0.901 0.201 2.085 -0.100 0.462 0.480
N 0.692 0.401 1.407 0.157 0.622 0.208 -0.593
C 1.187 -0.913 1.619 -1.754 0.671 -2.323 -0.015
C 0.977 -1.771 0.602 -0.805 1.709 -0.577 -0.239
C 0.353 -1.267 -0.744 2.372 1.509 2.212 -0.445
S -1.391 -0.569 -0.628 -2.615 -2.637 1.637 2.232
N -1.995 -0.424 0.995 0.789 -0.099 -0.325 -1.088
O -1.461 0.691 -1.303 -0.118 0.187 0.080 -0.930
O -2.206 -1.644 -1.137 -0.061 0.031 -0.355 -0.965
C 1.061 0.114 -1.030 0.381 0.947 1.073 -0.513
H -0.210 2.702 -0.667 1.374 -1.627 1.262 0.419
H 0.111 2.615 1.055 0.938 -0.575 -2.367 0.398
H 1.490 -1.193 2.618 0.316 0.183 -0.132 0.220
H 1.298 -2.753 0.648 0.310 -1.901 0.069 0.212
H 0.373 -2.097 -1.445 -0.334 0.477 -0.392 0.270
H -1.270 -0.263 1.735 -1.166 -0.173 -1.072 0.426
H -2.807 -1.058 1.216 1.670 0.663 -0.643 0.420
H 2.161 0.433 -0.998 -0.940 -1.810 -0.146 0.263
H 0.677 0.600 -1.903 -0.206 0.033 -0.523 0.251
```
Forces are in eV/Å.

Computed properties:
**ΔE to the lowest compared entry with this formula, charge and spin**: 1.6199 eV
**E_HOMO**: -8.9 eV
**Orbital gap**: 9.42 eV
**Calculated total energy**: -908.7706 a.u.
**Charge**: 0
**SMILES**: NC1=NC=C[C@@H](S(N)(=O)=O)C1

(10)
Formula: C5H9N3O3
Source: the Open Molecules 2025 dataset
Level of theory: ωB97M-V/def2-TZVPD

The geometry in XYZ format:
```
20
Properties=species:S:1:pos:R:3:forces:R:3:nbo_charge:R:1
C -0.560 1.183 0.435 -1.573 0.721 -1.013 0.396
C -1.104 1.011 -1.008 -0.282 -0.139 0.642 -0.356
C 0.700 0.655 0.724 1.129 -0.176 0.573 -0.092
C 2.672 -0.862 0.684 -0.260 0.146 -0.263 -0.622
C 1.549 -0.224 -0.139 0.256 -0.200 -0.027 0.021
N -3.044 -0.236 -0.401 -3.694 -1.455 0.111 -0.053
N -2.545 0.824 -0.984 1.478 1.499 -0.836 -0.393
N -2.450 -1.009 0.318 3.113 1.409 -0.027 0.245
O -2.592 -2.129 0.715 -0.928 -1.071 0.252 -0.330
O -1.247 1.834 1.232 0.639 -0.330 -0.086 -0.512
O 0.810 -1.220 -0.832 0.023 -0.207 0.001 -0.711
H -0.909 1.918 -1.579 0.088 0.032 0.037 0.227
H -0.639 0.156 -1.497 -0.109 0.148 -0.034 0.247
H 1.148 1.001 1.643 0.013 0.010 0.235 0.205
H 3.300 -0.098 1.133 0.089 0.068 0.078 0.217
H 3.279 -1.495 0.043 0.048 -0.031 -0.023 0.227
H 2.241 -1.470 1.480 0.013 -0.044 0.080 0.209
H 1.994 0.375 -0.948 -0.028 0.034 0.171 0.203
H -3.100 1.660 -0.825 0.063 -0.410 0.103 0.395
H 0.498 -1.873 -0.194 -0.078 -0.004 0.025 0.476
```
Forces are in eV/Å.

Computed properties:
**ΔE to the lowest compared entry with this formula, charge and spin**: 5.9059 eV
**E_HOMO (spin up / spin down)**: -8.9 / -8.3 eV
**Orbital gap (spin up / spin down)**: 8.36 / 6.49 eV
**Calculated total energy**: -585.6972 a.u.
**Charge**: 0